The following is a DFT calculation (ωB97M-V/def2-TZVPD) of the molecule C3H5NO3 in a non-equilibrium geometry.

Computed properties:
E_LUMO, eV: -0.7137
Calculated total energy, eV: -10818.4527
HOMO energy, eV: -9.89
Relative energy (zero: lowest compared OMol25 entry of this formula, charge and spin), kJ/mol: 698.08

XYZ file:
```
12
Properties=species:S:1:pos:R:3:mulliken_charge:R:1
O 1.17 1.76 -0.31 -0.600
C 0.36 0.87 0.23 0.723
C -1.21 1.22 0.40 -0.192
N -2.07 0.30 -0.16 -0.256
O -1.50 -1.00 -0.11 -0.317
C 0.91 -0.66 0.12 -0.420
O 2.30 -0.77 0.09 -0.593
H -1.09 2.34 0.32 0.311
H -2.38 -1.60 -0.35 0.358
H 0.46 -1.32 -0.67 0.295
H 0.42 -1.38 0.94 0.291
H 2.64 0.24 -0.49 0.401
```



The following is a DFT calculation (ωB97M-V/def2-TZVPD) of the molecule C15H23NO3S.

Computed properties:
E_LUMO, eV: 0.6591
Calculated total energy, eV: -34395.8950
HOMO energy, eV: -8.88
Relative energy (zero: lowest compared OMol25 entry of this formula, charge and spin), kJ/mol: 32.83

XYZ file:
```
43
Properties=species:S:1:pos:R:3:mulliken_charge:R:1
C 3.09 3.80 -3.74 -1.031
C 3.61 3.36 -2.38 -0.412
O 3.54 1.96 -2.19 -0.455
C 2.35 1.36 -1.93 0.814
C 2.38 -0.04 -1.88 -0.790
C 1.24 -0.75 -1.59 -0.047
C 0.06 -0.08 -1.35 -0.323
S -1.45 -0.98 -1.01 1.300
O -2.39 -0.69 -2.05 -0.792
O -1.13 -2.36 -0.79 -0.688
N -2.08 -0.18 0.30 -0.293
C -1.78 -0.25 1.72 -0.106
C -0.27 -0.16 1.99 -1.166
C 0.46 -1.49 1.82 0.048
C -0.19 -2.56 2.69 -0.993
C -1.64 -2.73 2.27 -0.572
C -2.42 -1.43 2.47 0.382
C -3.88 -1.61 2.08 -1.866
C 0.01 1.30 -1.40 -1.023
C 1.15 2.02 -1.69 -0.206
H 3.21 4.87 -3.85 0.355
H 2.04 3.55 -3.85 0.335
H 3.64 3.29 -4.53 0.308
H 3.09 3.88 -1.57 0.326
H 4.68 3.58 -2.30 0.311
H 3.32 -0.53 -2.07 0.434
H 1.25 -1.83 -1.56 0.560
H -3.05 0.00 0.10 0.400
H -2.23 0.67 2.12 0.351
H 0.16 0.60 1.32 0.250
H -0.14 0.18 3.02 0.505
H 1.51 -1.35 2.08 0.327
H 0.40 -1.81 0.78 0.008
H 0.35 -3.50 2.57 0.408
H -0.13 -2.27 3.75 0.382
H -1.68 -3.02 1.22 0.165
H -2.11 -3.52 2.86 0.395
H -2.38 -1.17 3.54 0.378
H -3.96 -1.95 1.04 0.360
H -4.35 -2.37 2.71 0.475
H -4.44 -0.68 2.19 0.402
H -0.93 1.79 -1.22 0.407
H 1.08 3.10 -1.72 0.380
```



The following is a DFT calculation (ωB97M-V/def2-TZVPD) of a cluster of 20 separate species, C24H94N6O20 in total in a non-equilibrium geometry.

Computed properties:
E_LUMO, eV: -0.0066
Calculated total energy, eV: -76301.8628
HOMO energy, eV: -9.00
Relative energy (zero: lowest compared OMol25 entry of this formula, charge and spin), kJ/mol: 0.00

XYZ file:
```
144
Properties=species:S:1:pos:R:3:mulliken_charge:R:1
O 1.61 3.20 2.55 -0.535
H 0.73 3.20 3.01 0.228
H 1.63 4.00 1.99 0.257
O 5.51 2.68 0.29 -0.620
H 6.10 2.96 -0.40 0.306
H 5.72 1.76 0.52 0.334
O -0.35 -4.19 -0.19 -0.551
H -1.09 -3.76 0.32 0.381
H -0.46 -5.14 -0.11 0.218
O 6.03 0.29 1.58 -0.509
H 5.51 0.38 2.37 0.255
H 6.96 0.45 1.75 0.281
O 2.74 0.52 -4.30 -0.764
H 3.17 -0.35 -4.39 0.313
H 2.00 0.33 -3.68 0.413
O 0.68 4.40 -3.93 -0.758
H 1.57 3.89 -3.97 0.430
H 0.12 3.85 -4.47 0.284
O 2.73 2.42 -0.73 -0.540
H 3.52 2.51 -0.17 0.200
H 2.41 1.49 -0.49 0.046
O 3.32 -2.57 3.93 -0.715
H 3.02 -2.79 3.03 0.289
H 3.27 -3.42 4.39 0.314
O -1.87 2.81 -2.37 -0.543
H -1.13 3.12 -1.85 0.237
H -2.13 3.56 -2.91 0.274
O 4.48 -0.02 3.82 -0.564
H 4.05 -0.85 4.07 0.303
H 4.56 0.45 4.66 0.293
O -2.55 -3.22 1.27 -0.683
H -3.17 -3.90 1.36 0.291
H -3.01 -2.60 0.69 0.316
O 1.20 -3.70 2.29 -0.638
H 0.84 -2.96 2.77 0.351
H 0.68 -3.76 1.45 0.315
O 0.43 4.35 -1.18 -0.707
H 1.21 3.89 -0.80 0.274
H 0.64 4.45 -2.13 0.432
O 2.83 2.88 -3.50 -0.795
H 2.83 2.77 -2.55 0.387
H 3.03 1.96 -3.77 0.420
C 4.63 5.38 3.65 -1.126
C 4.27 4.76 5.04 0.557
C 2.92 5.24 5.37 -0.712
O 2.61 4.93 6.73 -0.334
C 1.70 5.78 7.33 -0.789
N 4.25 3.30 5.19 -0.605
H 4.83 4.58 2.88 0.143
H 5.53 5.95 3.77 0.324
H 3.85 6.02 3.24 0.335
H 5.00 5.13 5.78 0.397
H 2.19 4.78 4.64 0.070
H 2.75 6.37 5.25 0.464
H 2.20 6.69 7.65 0.292
H 1.34 5.32 8.26 0.261
H 0.83 5.96 6.72 0.325
H 3.49 2.87 4.66 0.210
H 5.08 2.90 4.78 0.266
C 5.44 -1.04 -1.59 -1.048
C 4.83 -2.41 -1.94 0.066
C 4.48 -3.10 -0.61 0.456
O 4.24 -4.39 -0.98 -0.410
C 3.56 -5.23 0.06 -0.464
N 3.72 -2.28 -2.93 -0.526
H 4.71 -0.41 -1.11 -0.047
H 5.94 -0.51 -2.41 0.410
H 6.21 -1.17 -0.78 0.352
H 5.59 -3.06 -2.44 0.377
H 3.61 -2.59 -0.11 -0.563
H 5.28 -2.99 0.14 0.440
H 3.47 -6.28 -0.32 0.278
H 2.56 -4.87 0.23 -0.002
H 4.05 -5.14 1.04 0.307
H 2.93 -1.77 -2.53 0.035
H 3.39 -3.23 -3.10 0.312
C -1.08 1.70 0.91 0.502
C -1.86 2.64 1.87 0.444
C -3.37 2.27 2.00 -1.252
O -4.08 2.14 0.73 0.063
C -4.40 3.39 0.20 -0.922
N -1.18 2.64 3.16 -0.498
H -1.04 0.69 1.31 0.254
H -0.07 2.07 0.79 -0.601
H -1.69 1.82 0.02 -0.608
H -1.79 3.65 1.40 0.327
H -3.79 3.00 2.68 0.477
H -3.41 1.29 2.49 0.293
H -3.64 4.04 -0.25 0.250
H -4.94 4.03 0.92 0.371
H -5.06 3.20 -0.64 0.316
H -1.61 3.21 3.83 0.257
H -1.21 1.64 3.45 0.288
C -5.17 -0.04 -1.84 -1.526
C -4.89 -0.58 -0.48 1.119
C -5.40 -2.04 -0.32 -1.270
O -6.75 -2.22 -0.61 -0.325
C -7.62 -1.99 0.46 -0.753
N -3.39 -0.61 -0.22 -0.171
H -4.77 0.97 -1.99 0.326
H -6.22 -0.08 -2.18 0.370
H -4.66 -0.64 -2.58 0.288
H -5.22 0.06 0.33 0.305
H -5.15 -2.38 0.67 0.516
H -4.93 -2.68 -1.08 0.136
H -7.34 -2.47 1.40 0.332
H -8.57 -2.45 0.18 0.283
H -7.88 -0.88 0.58 0.236
H -3.12 -0.16 0.67 0.196
H -3.00 -0.15 -1.01 -0.341
C -0.80 -1.47 -2.39 -1.860
C -0.23 -0.33 -1.61 3.939
C 0.77 -0.89 -0.59 -1.333
O 1.55 0.13 -0.01 1.829
C 2.14 -0.10 1.22 -0.368
N 0.65 0.60 -2.41 0.288
H -1.13 -2.24 -1.72 0.317
H 0.02 -1.87 -3.03 0.517
H -1.64 -1.17 -3.02 0.594
H -1.01 0.19 -1.10 -2.680
H 1.51 -1.52 -1.06 -0.398
H 0.13 -1.43 0.16 0.307
H 2.74 0.77 1.49 0.222
H 2.77 -1.00 1.27 -0.519
H 1.37 -0.27 2.00 0.151
H 0.87 1.33 -1.72 -0.601
H 0.00 1.11 -3.00 0.307
C -6.85 -5.12 -3.83 -1.396
C -5.80 -4.24 -4.45 0.738
C -4.50 -4.68 -3.86 -0.818
O -3.54 -3.89 -4.43 -0.344
C -2.23 -4.34 -4.06 -0.706
N -5.77 -4.49 -5.88 -0.775
H -6.93 -4.86 -2.76 0.261
H -6.58 -6.17 -3.99 0.395
H -7.83 -5.00 -4.25 0.406
H -5.90 -3.18 -4.23 0.228
H -4.36 -5.76 -4.05 0.377
H -4.44 -4.55 -2.77 0.286
H -1.57 -3.58 -4.49 0.219
H -2.12 -5.37 -4.40 0.401
H -2.28 -4.44 -3.00 0.250
H -6.60 -4.14 -6.37 0.255
H -5.00 -3.94 -6.24 0.262
```



Q: Which of these has the lowest relative energy (zero: lowest compared OMol25 entry of this formula, charge and spin)?
A: C24H94N6O20



Q: Which of these has the highest relative energy (zero: lowest compared OMol25 entry of this formula, charge and spin)?
A: C3H5NO3